ORCA calculation (the ωB97M-V functional and the def2-TZVPD basis) on C23H34AlClN6O11P2Se as an isolated structure at a distorted geometry.

Geometry as XYZ:
```
79
C23H34AlClN6O11P2Se (the ωB97M-V functional and the def2-TZVPD basis)
Al 0.643 1.172 0.978
C -2.910 3.520 0.531
C -2.168 3.118 -0.721
O -2.743 3.611 -1.889
P -0.453 3.713 -0.511
O -0.580 5.287 -0.218
O 0.285 3.521 -1.873
O 0.298 2.998 0.669
P -1.846 1.249 -0.889
O -3.221 0.585 -1.106
O -0.986 1.203 -2.145
O -1.149 0.777 0.412
H -3.538 4.429 0.306
H -2.389 3.841 1.442
H -3.565 2.690 0.868
H -2.397 3.258 -2.724
H -0.310 5.943 -0.898
H -0.079 2.551 -2.139
H -3.981 0.564 -0.506
C 0.991 -5.517 4.593
C 1.469 -5.144 3.086
C 0.285 -5.232 2.124
C 2.122 -3.774 3.189
N 1.347 -2.607 2.728
C 1.500 -1.625 1.782
N 0.507 -0.776 1.809
N -0.253 -1.204 2.902
N 0.226 -2.292 3.382
H 0.388 -6.473 4.528
H 0.320 -4.749 5.070
H 1.909 -5.617 5.255
H 2.279 -5.863 2.895
H -0.574 -4.523 2.242
H -0.305 -6.191 2.297
H 0.647 -5.287 1.091
H 2.952 -3.833 2.484
H 2.483 -3.571 4.232
H 2.186 -1.635 1.001
C 0.372 0.327 -5.206
C 1.526 1.275 -5.407
C 1.851 1.971 -6.548
C 3.166 2.323 -6.810
Cl 3.735 2.382 -8.433
C 4.102 2.411 -5.779
C 3.762 1.858 -4.524
C 2.450 1.367 -4.328
O 2.077 0.742 -3.180
C 3.109 0.759 -2.154
C 2.504 -0.004 -1.002
O 2.537 -1.231 -1.016
O 2.059 0.721 0.017
H -0.482 0.393 -5.857
H -0.105 0.448 -4.233
H 0.842 -0.708 -5.274
H 1.038 2.191 -7.246
H 5.123 2.683 -5.954
H 4.558 1.928 -3.706
H 3.353 1.808 -1.899
H 4.049 0.205 -2.525
C 0.952 3.476 4.028
C 1.755 2.338 3.460
N 3.039 2.211 3.754
O 1.146 1.531 2.654
H 1.448 3.963 4.868
H -0.021 3.067 4.444
H 0.699 4.181 3.297
H 3.416 2.727 4.533
H 3.667 1.503 3.415
Se -6.242 0.321 0.448
C -5.613 -1.446 0.739
C -4.673 -1.657 1.768
C -4.237 -2.946 2.012
N -4.562 -3.957 1.229
C -5.469 -3.746 0.250
C -5.899 -2.534 -0.108
H -4.492 -0.769 2.402
H -3.673 -3.206 2.890
H -5.636 -4.599 -0.326
H -6.624 -2.424 -0.965
```

Calculated values
E_HOMO (eV): -5.58
Gap between HOMO and LUMO (eV): 4.57

Mulliken atomic charge list, values in e, 4 entries: 0.51 -1.29 1.13 -0.60

***

ORCA calculation (the ωB97M-V functional and the def2-TZVPD basis) on a 2-piece molecular cluster, C4H10O2 overall.

Geometry as XYZ:
```
16
C4H10O2 (the ωB97M-V functional and the def2-TZVPD basis)
C 1.653 0.131 0.010
C 0.304 0.641 -0.514
C -0.709 -0.437 -0.229
C -0.927 -1.487 -1.278
O -1.294 -0.521 0.841
H 2.414 0.919 -0.010
H 1.524 -0.199 1.048
H 1.986 -0.718 -0.599
H 0.025 1.552 0.015
H 0.363 0.827 -1.592
H 0.010 -1.731 -1.791
H -1.341 -2.361 -0.776
H -1.635 -1.111 -2.030
O -0.794 1.864 2.144
H -1.099 1.027 1.746
H -0.480 1.603 3.017
```

Calculated values
E_HOMO (eV): -10.02
Gap between HOMO and LUMO (eV): 10.92
SMILES: CCC(C)=O.O

Mulliken atomic charge list, values in e, 4 entries: -1.02 -0.60 0.84 -1.17

***

ORCA calculation (the ωB97M-V functional and the def2-TZVPD basis) on a 2-piece molecular cluster, C8H7NO3 overall at a distorted geometry.

Geometry as XYZ:
```
19
C8H7NO3 (the ωB97M-V functional and the def2-TZVPD basis)
C 1.553 0.641 -1.030
C 2.146 -0.522 -1.117
C 0.647 0.556 0.095
C 0.683 -0.875 0.570
C -2.311 -0.779 -0.628
C 0.049 -1.608 1.442
C -1.257 2.460 0.199
C -0.462 1.281 0.285
N 1.654 -1.423 -0.201
O -2.689 -1.763 -0.130
O -1.913 0.151 -1.180
O -1.479 1.371 1.148
H 1.620 1.617 -1.550
H 2.996 -0.932 -1.845
H 0.440 -2.607 1.377
H -0.687 -1.194 2.162
H -1.060 3.394 0.683
H -1.987 2.433 -0.531
H 2.058 -2.202 0.249
```

Calculated values
2S+1: 3
Expectation value of S²: 2.015
E_HOMO (alpha / beta) (eV): -4.61 / -9.34
Gap between HOMO and LUMO (alpha / beta) (eV): 5.43 / 8.14

Mulliken atomic charge list, values in e, 4 entries: -0.50 -0.46 0.54 0.48

***

ORCA calculation (the ωB97M-V functional and the def2-TZVPD basis) on C26H22BCl3F9N8O2Sc as an isolated structure.

Geometry as XYZ:
```
72
C26H22BCl3F9N8O2Sc (the ωB97M-V functional and the def2-TZVPD basis)
Sc 0.052 -0.150 0.138
C 3.071 -1.274 -1.859
C 3.247 -0.490 -0.605
C 4.428 -0.226 0.084
C 4.067 0.625 1.106
N 2.751 0.863 1.025
N 2.229 0.149 -0.012
B 1.906 1.799 1.940
N 0.945 2.660 1.051
C 0.707 3.971 1.194
C -0.321 4.327 0.350
C -0.695 3.144 -0.285
C -1.793 2.984 -1.284
N 0.073 2.132 0.144
N 1.008 0.943 2.872
C 0.838 0.930 4.200
C -0.261 0.151 4.500
C -0.743 -0.297 3.276
C -1.948 -1.135 3.016
N 0.035 0.173 2.288
N 2.862 2.727 2.652
C 3.703 3.599 2.032
C 4.437 4.229 2.998
C 3.982 3.675 4.217
C 4.434 3.995 5.604
N 3.039 2.777 3.996
H 3.682 -2.173 -1.840
H 2.035 -1.568 -2.001
H 3.383 -0.677 -2.718
H 5.413 -0.595 -0.143
H 4.662 1.086 1.876
H 1.281 4.564 1.885
H -0.747 5.305 0.210
H -2.161 3.965 -1.576
H -1.448 2.478 -2.186
H -2.631 2.430 -0.861
H 1.508 1.495 4.824
H -0.668 -0.053 5.475
H -2.703 -0.932 3.774
H -2.381 -0.917 2.040
H -1.710 -2.196 3.058
H 3.715 3.698 0.958
H 5.196 4.980 2.858
H 5.264 4.698 5.585
H 3.624 4.438 6.183
H 4.760 3.093 6.123
Cl -4.589 -1.506 -5.326
C -3.829 -1.050 -3.881
C -2.451 -0.741 -3.911
C -1.844 -0.386 -2.752
Cl -0.176 0.043 -2.706
C -2.555 -0.331 -1.494
O -1.969 -0.058 -0.423
C -3.973 -0.628 -1.533
Cl -4.830 -0.541 -0.070
C -4.584 -0.985 -2.702
H -1.907 -0.791 -4.844
H -5.638 -1.223 -2.722
F 1.597 -3.527 1.262
C 0.412 -4.050 0.956
F -0.409 -3.824 1.991
F 0.547 -5.367 0.815
C -0.150 -3.377 -0.333
O 0.058 -2.037 -0.275
C -1.677 -3.661 -0.465
F -2.096 -3.336 -1.706
F -2.373 -2.894 0.379
F -1.997 -4.926 -0.235
C 0.568 -3.985 -1.581
F 0.430 -3.162 -2.632
F 0.069 -5.171 -1.922
F 1.874 -4.131 -1.355
```

Calculated values
2S+1: 2
Charge: +1
Expectation value of S²: 0.777
E_HOMO (alpha / beta) (eV): -11.40 / -11.40
Gap between HOMO and LUMO (alpha / beta) (eV): 8.43 / 5.00

Mulliken atomic charge list, values in e, 4 entries: -0.43 -0.78 0.57 -1.67

***

ORCA calculation (the ωB97M-V functional and the def2-TZVPD basis) on an isolated ion of composition C7H9N2 and charge +1 at a distorted geometry.

Geometry as XYZ:
```
18
C7H9N2 (the ωB97M-V functional and the def2-TZVPD basis)
N -1.059 -2.061 -0.056
C -1.142 -0.788 0.098
N -2.214 -0.052 0.198
C -1.975 1.226 0.108
C -0.571 1.567 -0.105
C 0.199 0.351 0.051
C 1.191 0.055 1.215
C 2.141 -0.407 0.436
C 1.383 -0.045 -0.868
H -0.243 -2.475 -0.277
H -1.822 -2.606 -0.286
H -2.880 1.777 0.304
H -0.344 1.723 -1.144
H -0.090 2.371 0.454
H 1.142 0.081 2.304
H 3.144 -0.681 0.541
H 1.728 0.780 -1.398
H 1.413 -0.816 -1.574
```

Calculated values
Charge: +1
E_HOMO (eV): -13.90
Gap between HOMO and LUMO (eV): 8.59
SMILES: [NH2+]=C1N=CC[C@@]12C=CC2

Mulliken atomic charge list, values in e, 4 entries: -0.22 0.56 -0.58 -0.09

***

ORCA calculation (the ωB97M-V functional and the def2-TZVPD basis) on C46H65AsGeN6O8S3Si3Ti as an isolated structure at a distorted geometry.

Geometry as XYZ:
```
134
C46H65AsGeN6O8S3Si3Ti (the ωB97M-V functional and the def2-TZVPD basis)
Ti 0.250 -0.667 0.397
S 0.689 1.572 1.374
C 1.168 0.528 2.670
C 1.680 0.923 3.914
C 2.130 -0.048 4.776
C 2.044 -1.398 4.419
C 1.481 -1.720 3.206
N 1.060 -0.776 2.356
H 1.723 1.975 4.153
H 2.535 0.232 5.741
H 2.379 -2.181 5.083
H 1.310 -2.745 2.904
C 0.632 3.629 -1.216
N -0.441 2.656 -1.171
C -1.641 3.232 -0.599
C -0.689 2.067 -2.469
C 0.321 0.991 -2.855
N 0.074 -0.354 -2.298
C -1.226 -0.852 -2.761
C 1.096 -1.238 -2.866
H 0.386 4.479 -1.878
H 1.554 3.169 -1.578
H 0.831 4.009 -0.215
H -2.059 4.042 -1.226
H -1.417 3.639 0.387
H -2.404 2.460 -0.474
H -0.688 2.842 -3.259
H -1.695 1.648 -2.459
H 1.325 1.290 -2.545
H 0.331 0.907 -3.956
H -1.312 -0.738 -3.852
H -2.052 -0.331 -2.279
H -1.309 -1.902 -2.504
H 0.978 -1.289 -3.960
H 0.973 -2.241 -2.460
H 2.088 -0.869 -2.631
C 4.585 4.862 3.252
C 4.566 5.172 1.900
C 4.432 4.165 0.956
C 4.320 2.836 1.348
C 4.336 2.533 2.705
C 4.469 3.539 3.650
As 4.021 1.422 0.010
C 5.441 1.975 -1.204
C 5.356 2.892 -2.237
C 6.455 3.111 -3.058
C 7.626 2.391 -2.858
C 7.707 1.451 -1.843
C 6.616 1.236 -1.009
C 6.545 0.230 0.070
C 7.560 -0.644 0.447
C 7.329 -1.578 1.445
C 6.090 -1.659 2.066
C 5.069 -0.793 1.697
C 5.308 0.157 0.718
H 4.686 5.648 3.990
H 4.660 6.202 1.577
H 4.424 4.425 -0.096
H 4.250 1.505 3.035
H 4.482 3.285 4.703
H 4.436 3.441 -2.414
H 6.395 3.833 -3.862
H 8.475 2.552 -3.510
H 8.617 0.879 -1.713
H 8.524 -0.610 -0.044
H 8.118 -2.264 1.726
H 5.913 -2.407 2.829
H 4.093 -0.869 2.167
O 4.379 -6.832 0.832
N 3.243 -6.448 1.026
O 2.380 -7.108 1.568
C 2.889 -5.099 0.579
C 3.841 -4.361 -0.094
C 3.514 -3.065 -0.472
C 2.271 -2.487 -0.131
O 1.973 -1.222 -0.198
C 1.285 -3.352 0.415
C 1.600 -4.622 0.828
N 0.023 -2.720 0.686
O -0.679 -3.291 1.595
O -0.581 -2.177 -0.421
N 4.547 -2.331 -1.219
O 5.640 -2.836 -1.306
O 4.282 -1.235 -1.652
H 4.818 -4.760 -0.308
H 0.849 -5.212 1.332
C -7.333 1.620 0.478
Si -5.625 1.041 1.056
C -4.703 2.553 1.701
C -5.923 -0.127 2.502
Ge -4.385 0.010 -0.693
Si -5.023 -2.264 -1.006
C -4.218 -2.939 -2.575
C -4.558 -3.440 0.375
C -6.901 -2.371 -1.228
Si -5.100 1.177 -2.663
C -4.087 0.837 -4.225
C -4.979 3.045 -2.369
C -6.887 0.790 -3.163
H -7.811 2.170 1.292
H -7.975 0.776 0.220
H -7.289 2.278 -0.390
H -5.221 2.966 2.571
H -4.637 3.338 0.945
H -3.689 2.284 1.997
H -6.659 0.314 3.179
H -5.005 -0.308 3.059
H -6.301 -1.096 2.170
H -3.155 -3.094 -2.394
H -4.324 -2.272 -3.430
H -4.658 -3.903 -2.838
H -3.493 -3.401 0.604
H -4.819 -4.452 0.048
H -5.103 -3.221 1.292
H -7.237 -1.945 -2.173
H -7.428 -1.850 -0.427
H -7.203 -3.421 -1.199
H -3.097 1.290 -4.188
H -4.619 1.262 -5.080
H -3.954 -0.228 -4.414
H -3.958 3.390 -2.544
H -5.246 3.334 -1.353
H -5.638 3.583 -3.055
H -6.924 -0.136 -3.739
H -7.254 1.597 -3.802
H -7.568 0.684 -2.320
C -3.480 -2.923 3.981
O -3.227 -2.075 2.865
C -2.302 -1.128 2.974
S -1.510 -0.791 4.378
S -2.135 -0.241 1.482
H -4.324 -3.540 3.681
H -3.717 -2.334 4.868
H -2.601 -3.537 4.178
```

Calculated values
2S+1: 2
Charge: -1
Expectation value of S²: 0.754
E_HOMO (alpha / beta) (eV): -4.22 / -4.93
Gap between HOMO and LUMO (alpha / beta) (eV): 5.73 / 6.42

Mulliken atomic charge list, values in e, 4 entries: -0.17 -0.53 0.30 -1.16